The following is a DFT calculation (ωB97M-V/def2-TZVPD) of a structure of composition C27H49NO2P2W at a distorted geometry.

Charge: +4
Calculated total energy, hartree: -2011.34596
Energy above the lowest of the compared OMol25 structures with the same formula, charge and spin, eV: 0.000
Highest occupied orbital energy (spin up / spin down), eV: -21.14 / -21.04
Molecular weight, g/mol: 665.482
2S+1: 3
Kohn-Sham gap (spin up / spin down), eV: 5.8 / 4.7
<S²>: 2.073

```
82
C27H49NO2P2W | OMol25 | ωB97M-V/def2-TZVPD
W 0.001 0.060 0.029
C 1.389 1.388 -0.473
O 2.143 2.236 -0.734
C -1.518 -1.188 0.678
O -2.383 -1.816 1.107
P 1.541 -0.881 1.765
C 1.209 -0.279 3.509
H 1.926 -0.811 4.161
C 1.703 -2.750 1.944
H 0.659 -3.080 1.806
C 3.324 -0.341 1.484
H 3.233 0.758 1.487
C -0.325 1.494 -3.319
P -1.386 0.794 -1.924
H -3.290 2.230 -2.382
H 0.198 2.325 -2.816
C -2.468 -0.461 -2.823
H -2.563 -0.005 -3.824
C 2.570 -3.436 0.885
H 3.605 -3.566 1.242
H 2.603 -2.906 -0.068
H 2.173 -4.444 0.690
C 2.152 -3.192 3.345
H 2.598 -4.195 3.281
H 1.312 -3.238 4.048
H 2.910 -2.519 3.759
C 4.330 -0.743 2.574
H 3.998 -0.500 3.587
H 5.275 -0.200 2.399
H 4.566 -1.814 2.524
C 3.828 -0.772 0.113
H 4.534 -0.020 -0.272
H 3.016 -0.868 -0.621
H 4.363 -1.730 0.157
C 1.453 1.222 3.642
H 2.482 1.453 3.963
H 0.769 1.644 4.392
H 1.275 1.746 2.693
C -0.203 -0.655 3.939
H -0.946 -0.078 3.375
H -0.346 -0.419 5.008
H -0.430 -1.718 3.794
C -1.093 2.072 -4.524
H -2.069 2.489 -4.266
H -1.231 1.308 -5.303
H -0.491 2.881 -4.973
C 0.714 0.488 -3.785
H 0.253 -0.396 -4.241
C -3.288 1.990 -0.266
H 1.362 0.154 -2.963
H 1.360 0.955 -4.549
C -1.812 3.565 -1.546
H -2.765 2.474 0.579
H -4.304 2.411 -0.290
H -3.397 0.923 -0.013
C -2.550 2.220 -1.558
H -2.359 4.277 -0.914
H -1.727 4.003 -2.548
H -0.800 3.459 -1.135
C -3.870 -0.646 -2.236
H -3.827 -1.086 -1.231
H -4.432 -1.351 -2.872
H -4.449 0.283 -2.184
C -1.793 -1.822 -2.991
H -0.744 -1.739 -3.286
H -2.323 -2.391 -3.776
H -1.842 -2.415 -2.065
H -0.954 1.509 0.689
H -0.250 1.119 1.502
N -1.719 0.621 1.333
C -2.602 0.845 2.172
C -3.690 0.906 2.931
C -3.763 1.814 4.051
C -4.913 1.912 4.803
C -6.035 1.133 4.508
C -5.998 0.241 3.436
C -4.868 0.117 2.660
H -2.883 2.427 4.259
H -4.946 2.615 5.639
H -6.941 1.224 5.107
H -6.872 -0.367 3.195
H -4.828 -0.565 1.813
```

Löwdin atomic charge list, values in e, 4 entries: 1.156, -0.230, 0.249, -0.248